{
  "formula": "C4H4CoO5",
  "method": "wB97M-V/def2-TZVPD",
  "species": ["Co", "O", "O", "O", "O", "O", "C", "C", "C", "C", "H", "H", "H", "H"],
  "xyz": [[-1.0219, -0.0804, -1.3592], [-0.9037, 0.6800, 0.5088], [-1.4868, 1.8679, -1.2159], [0.8809, -1.0604, -0.6755], [-0.8875, 2.9490, 0.6785], [0.6201, -2.2233, -3.1537], [-1.1120, 1.9744, -0.0035], [0.3021, 0.3477, 1.2135], [0.7308, -1.0307, 0.7203], [0.0024, -1.8239, -2.2525], [1.6984, -1.2663, 1.1924], [0.1119, 0.3452, 2.2946], [1.0690, 1.0985, 0.9790], [-0.0036, -1.7777, 1.0733]],
  "forces_ev_per_a": [[1.7748, -0.7590, 0.0899], [-0.4498, -1.0924, 0.0851], [-0.2146, -1.1432, -0.6906], [-0.6718, 1.2704, -0.1956], [-0.2479, -1.0764, -0.5119], [-1.0366, 0.8035, 3.0791], [0.6545, 2.3900, 0.9984], [0.6692, 0.0717, 0.3559], [0.1904, -0.2437, 0.0826], [-0.2406, -0.2001, -3.0257], [-0.2244, -0.0155, 0.0338], [-0.0231, 0.0504, -0.2835], [-0.2626, -0.1449, 0.0419], [0.0824, 0.0890, -0.0594]],
  "lowdin_spin": [2.7021, 0.0616, 0.0654, 0.1244, 0.0061, -0.0007, 0.0069, 0.0031, 0.0058, 0.0196, 0.0034, 0.0014, 0.0000, 0.0008],
  "lumo_ev": [-0.57, -1.57],
  "multiplicity": 4,
  "e_above_lowest_kcal_mol": 27.9,
  "homo_lumo_gap_ev": [9.21, 8.15]
}